Entry 1:
109
Properties=species:S:1:pos:R:3:forces:R:3:mulliken_charge:R:1 method="wB97M-V/def2-TZVPD" max_force_ev_per_a=5.403 homo_energy_ev=-9.81 e_lumo_ev=-3.58 spin_multiplicity=1 orbital_gap_ev=6.23 total_charge=+1
C -1.24965 -3.75375 -2.61740 0.190 -0.301 0.564 -0.689
O -1.93821 -3.11241 -1.55143 0.021 0.286 -0.503 -0.388
C -3.18189 -2.53546 -1.88653 -0.649 -0.074 0.309 -0.599
C -3.34079 -1.14324 -1.26152 0.144 -0.686 -0.013 -0.690
C -2.10282 -0.26812 -1.31467 -0.879 0.090 0.940 -0.853
N -1.95886 0.61830 -2.53027 0.949 0.042 0.472 0.848
Cl -3.36107 1.63340 -2.74369 -0.190 -0.262 -0.109 0.077
C -1.70996 -0.23634 -3.73336 -0.418 0.241 -0.890 -1.102
C -1.34401 0.59253 -4.94181 -0.076 -0.013 -0.445 0.058
C -1.05914 -0.29105 -6.17072 0.388 -0.364 1.150 -1.598
C -1.92239 -1.53727 -6.28312 0.526 -0.015 -1.453 0.890
C -1.52402 -2.29548 -7.54885 0.092 0.487 -0.141 -1.497
Cl -3.63993 -1.04600 -6.46238 -0.125 -0.153 0.454 -0.168
N -0.11406 1.34306 -4.65435 -1.034 0.472 0.243 -0.319
C -0.17136 2.19622 -3.48584 1.664 0.167 -0.343 1.858
C 1.26903 2.56036 -3.08009 -0.238 0.341 0.567 -1.079
C 1.48660 3.29952 -1.91603 -0.032 -0.019 0.087 0.087
C 2.77803 3.64570 -1.59077 -0.084 -0.009 -0.165 -1.031
C 3.78870 3.24019 -2.44821 0.743 0.278 0.357 -0.698
N 3.62615 2.52212 -3.54816 -0.384 0.149 0.137 -0.728
C 2.36808 2.20756 -3.84394 -0.237 -0.360 -0.456 -0.161
S -0.98513 3.82503 -3.88307 -1.830 -0.351 0.636 1.481
O -1.84266 3.65969 -5.00658 0.570 -0.013 -0.476 -0.622
O -1.55066 4.36978 -2.69480 0.592 0.187 0.225 -0.603
F 0.21634 4.71168 -4.30074 0.050 -0.048 -0.189 -0.202
C -0.79321 1.54665 -2.25191 -0.179 -0.228 -0.244 -2.069
H -0.88924 -4.71373 -2.24786 0.042 -0.005 -0.018 0.314
H -1.89216 -3.96319 -3.47309 -0.018 0.193 -0.071 0.324
H -0.37112 -3.16071 -2.88894 -0.056 0.002 -0.275 0.240
H -3.97245 -3.15530 -1.45246 -0.057 -0.001 -0.073 0.514
H -3.38702 -2.51401 -2.96147 0.379 -0.055 -0.097 0.326
H -3.54890 -1.30297 -0.20209 -0.016 0.136 0.091 0.249
H -4.24063 -0.68942 -1.67652 0.073 0.232 0.040 0.347
H -2.11985 0.39037 -0.44594 0.021 0.267 -0.186 0.512
H -1.21399 -0.89094 -1.21376 0.112 0.066 -0.422 0.563
H -0.92626 -0.95890 -3.50806 -0.003 0.081 0.367 0.201
H -2.65483 -0.72700 -3.95096 0.049 -0.213 0.190 0.389
H -2.20320 1.21830 -5.20162 0.094 0.230 0.177 0.569
H -1.09615 0.31421 -7.07495 -0.156 -0.049 -0.056 0.458
H -0.02943 -0.64261 -6.04178 0.037 0.000 -0.173 0.450
H -1.76628 -2.22721 -5.45473 -0.477 0.250 0.332 0.082
H -1.58244 -1.61485 -8.39958 -0.163 -0.065 -0.058 0.384
H -2.17314 -3.14475 -7.74035 0.087 -0.111 0.075 0.413
H -0.47619 -2.59326 -7.48573 -0.066 -0.262 0.126 0.374
H 0.05131 1.96296 -5.44399 0.310 -0.287 -0.180 0.589
H 0.67117 3.61732 -1.27759 -0.050 0.044 -0.041 0.481
H 3.02680 4.23668 -0.72186 -0.084 -0.050 0.092 0.480
H 4.79974 3.53782 -2.19575 0.095 -0.098 -0.164 0.774
H 2.21079 1.63055 -4.74518 0.150 -0.058 -0.017 0.482
H -1.14207 2.30294 -1.55541 -0.045 -0.019 0.031 0.746
H -0.04352 0.93658 -1.75232 0.077 -0.090 -0.190 0.491
O 5.11820 2.98829 2.16672 1.251 1.160 2.420 -0.855
P 6.22454 1.98529 2.26595 -0.616 -3.051 -4.176 0.529
N 7.12454 2.26563 0.83590 0.098 -0.578 -0.091 0.419
C 6.87326 1.65679 -0.44967 -0.108 -0.075 -0.089 -1.186
C 7.76930 3.57104 0.77369 0.051 0.154 0.507 -1.227
N 5.25098 0.54016 2.35432 -0.554 0.007 0.146 0.191
C 5.20306 -0.47737 1.32133 0.383 -0.190 0.051 -1.027
C 3.92377 0.72799 2.93399 -0.111 0.231 -0.141 -1.030
N 7.52426 1.26134 3.04248 -0.197 1.974 2.148 0.120
C 8.64106 0.58495 2.41332 0.333 0.327 -0.510 -0.774
C 7.37952 1.03489 4.47983 -0.162 -0.213 -0.014 -1.122
H 7.77077 1.71374 -1.07062 -0.007 0.203 0.011 0.429
H 6.04406 2.13878 -0.98397 0.007 -0.112 -0.127 0.277
H 6.66443 0.59284 -0.37182 -0.066 0.086 0.106 0.411
H 8.72918 3.55889 1.30453 0.014 0.036 -0.052 0.267
H 7.15350 4.35305 1.22795 -0.037 -0.008 -0.060 0.359
H 7.96224 3.86817 -0.25585 -0.045 -0.145 -0.057 0.438
H 4.90569 -0.07938 0.34266 -0.082 -0.116 0.016 0.304
H 4.47455 -1.24168 1.59675 -0.027 0.055 0.111 0.371
H 6.15382 -1.00800 1.22579 0.074 0.160 -0.150 0.254
H 3.18697 1.08546 2.20052 -0.036 0.032 0.052 0.256
H 3.95051 1.44301 3.75217 0.002 0.066 -0.064 0.318
H 3.57232 -0.21992 3.34898 0.088 -0.079 -0.100 0.395
H 8.32689 -0.15782 1.67692 -0.064 0.026 0.009 0.219
H 9.22044 0.06386 3.17498 -0.165 0.033 0.146 0.415
H 9.32218 1.28103 1.92139 -0.041 -0.011 -0.055 0.196
H 6.95698 0.04605 4.68970 0.027 -0.004 0.008 0.332
H 6.72031 1.78408 4.92166 -0.050 -0.019 -0.033 0.349
H 8.33915 1.12510 4.98985 0.026 0.025 -0.060 0.425
O -4.88773 -1.68115 2.04528 -2.860 -0.093 -0.784 -0.580
P -5.33324 -1.71696 3.47572 4.462 0.477 3.010 0.265
N -4.85105 -0.18309 4.07005 0.224 -0.180 0.332 0.369
C -3.56249 0.14889 4.63938 0.126 -0.062 0.039 -1.080
C -5.54371 0.94106 3.45462 -0.452 -0.200 -0.164 -1.161
N -4.42926 -3.10884 3.99243 0.194 -0.376 -0.459 0.210
C -3.33432 -3.06582 4.94646 -0.213 0.078 0.398 -1.056
C -4.13733 -4.08095 2.94010 0.115 0.164 -0.237 -1.096
N -6.49104 -1.90898 4.67266 -2.086 -0.314 -2.080 0.098
C -6.48876 -1.29722 5.98746 0.102 0.694 0.045 -0.779
C -7.43603 -3.01133 4.49279 0.167 -0.201 0.076 -1.132
H -3.66049 1.05091 5.24816 -0.023 0.076 -0.119 0.416
H -2.78233 0.32431 3.88369 0.022 -0.008 0.049 0.237
H -3.21343 -0.61736 5.32602 -0.031 -0.020 -0.100 0.347
H -6.51192 1.11742 3.93916 0.016 0.059 -0.017 0.255
H -5.73722 0.77003 2.39066 0.062 0.016 -0.003 0.281
H -4.96044 1.85696 3.53448 0.107 -0.071 0.098 0.457
H -2.52739 -2.39037 4.63942 0.066 -0.121 0.032 0.371
H -2.90276 -4.06186 5.04942 -0.082 -0.051 -0.086 0.364
H -3.67620 -2.79566 5.94870 0.016 0.216 -0.053 0.242
H -3.24485 -3.81860 2.35530 -0.024 -0.043 -0.043 0.327
H -4.97261 -4.17409 2.25010 0.017 0.066 -0.022 0.290
H -3.98279 -5.06454 3.38845 0.047 0.064 0.131 0.405
H -5.54127 -1.42900 6.51347 0.024 -0.027 -0.062 0.221
H -7.26716 -1.75479 6.59710 -0.023 -0.163 -0.154 0.418
H -6.70779 -0.22915 5.94744 0.066 0.005 -0.007 0.202
H -7.07552 -3.92915 4.96927 -0.020 0.007 0.017 0.336
H -7.58693 -3.21845 3.43190 0.061 -0.019 -0.010 0.335
H -8.41447 -2.75999 4.90313 0.023 0.067 0.007 0.428



Entry 2:
96
Properties=species:S:1:pos:R:3:forces:R:3:mulliken_charge:R:1 method="wB97M-V/def2-TZVPD" relative_energy_kcal_mol=84.0 max_force_ev_per_a=10.854 homo_energy_ev=-6.74 e_lumo_ev=-2.25 spin_multiplicity=1 orbital_gap_ev=4.49 total_charge=+1
C -30.76969 -4.43904 11.28512 -0.904 -0.411 0.013 -1.165
C -29.35571 -3.97985 11.34857 0.551 1.089 -1.331 -0.124
C -28.93332 -3.47669 9.94414 0.302 0.665 1.304 -0.949
N -27.49556 -2.94791 9.95270 0.376 -1.211 -1.630 0.514
C -27.23967 -1.62998 10.73314 0.686 -0.283 -1.639 -0.666
C -27.79199 -0.40053 10.00883 -1.523 -0.234 -0.402 -0.716
C -27.46474 -0.26907 8.49279 -0.167 -0.645 0.632 -0.731
C -27.78674 -1.54568 7.73891 0.209 -1.591 0.710 -0.919
C -27.10409 -2.75963 8.42980 0.302 1.811 0.630 -0.415
C -26.50676 -4.05644 10.39618 -0.263 0.508 -0.778 -1.135
H -31.29964 -3.90856 10.49402 -0.201 -0.092 -0.031 0.387
H -31.30029 -4.23534 12.21521 -0.013 -0.214 0.005 0.400
H -30.79704 -5.50861 11.07686 -0.288 -0.012 -0.061 0.021
H -28.71391 -4.76942 11.73942 0.147 0.445 0.194 0.260
H -29.35148 -3.02665 11.87724 0.428 -0.451 0.941 0.236
H -29.57438 -2.61257 9.76966 0.072 0.072 -0.233 0.401
H -29.10355 -4.16274 9.11440 0.610 -0.267 0.108 0.512
H -27.52377 -1.80877 11.77016 -0.134 0.320 -0.184 0.502
H -26.17737 -1.39750 10.65837 0.385 -1.051 0.395 0.418
H -28.87736 -0.45786 10.09121 -0.265 0.411 0.032 0.295
H -27.46498 0.50890 10.51292 -0.002 -0.172 0.234 0.422
H -28.04473 0.54755 8.06286 0.224 0.191 0.201 0.403
H -26.39756 -0.08024 8.37631 0.048 0.227 -0.106 0.309
H -28.84098 -1.80527 7.64247 -0.284 0.526 0.055 0.347
H -27.39201 -1.53426 6.72295 0.077 0.057 0.008 0.457
H -27.25072 -3.68358 7.87043 0.068 -0.136 0.498 0.021
H -26.05557 -2.48216 8.53801 0.216 -0.490 -0.455 0.515
H -26.65543 -4.95929 9.80386 -0.645 0.037 -0.133 0.342
H -26.57805 -4.30790 11.45438 0.118 0.541 -0.077 0.326
H -25.53832 -3.73456 10.01327 0.263 0.079 0.699 0.561
C -23.20441 -6.81510 4.21724 1.170 2.282 -0.588 -1.561
C -23.74300 -8.06498 4.78571 -0.887 -0.426 -1.608 -0.106
C -23.90600 -8.02986 6.25060 0.819 -1.038 1.244 -0.122
N -24.46138 -9.35404 6.81927 -0.113 0.950 -0.148 0.349
C -23.57635 -10.59281 6.55625 -0.090 0.732 -1.281 -0.696
C -22.20821 -10.46384 7.18248 -1.319 0.312 -0.759 -0.733
C -22.38291 -10.22822 8.70247 2.199 0.416 -0.542 -0.715
C -23.29774 -9.05773 9.11232 0.442 -0.513 -1.325 -0.719
C -24.60749 -9.18819 8.35006 -0.232 -0.401 -0.883 -0.711
C -25.87491 -9.54103 6.20342 1.605 -1.118 1.500 -1.080
H -22.28074 -6.43198 4.65101 0.075 -0.247 0.427 0.400
H -23.88666 -5.96995 4.30873 -0.140 -0.072 0.117 0.275
H -22.95721 -6.90207 3.15920 -0.268 -0.293 -0.098 0.414
H -23.14736 -8.88279 4.38011 0.152 -0.326 0.540 0.129
H -24.70073 -8.13269 4.26970 -0.356 -0.446 0.233 0.180
H -24.56520 -7.25639 6.64469 -0.074 0.103 -0.226 -0.121
H -22.93198 -7.90178 6.72282 -0.066 0.209 0.025 0.470
H -23.47485 -10.67413 5.47404 -0.181 0.115 -0.034 0.506
H -24.03313 -11.53300 6.86527 -0.662 0.384 0.423 0.461
H -21.64518 -9.73437 6.60026 -0.134 0.964 0.675 0.315
H -21.63917 -11.31111 6.79983 -0.106 -0.751 1.064 0.487
H -21.37437 -9.86910 8.90737 0.123 -0.442 1.030 0.433
H -22.56585 -11.17062 9.21873 -0.126 0.074 0.024 0.271
H -22.72471 -8.15681 8.89309 -0.518 0.322 -0.119 0.369
H -23.47087 -9.03390 10.18822 -0.177 -0.215 -0.070 0.413
H -25.32293 -8.37861 8.49442 -0.024 0.031 0.078 0.414
H -25.02008 -10.17045 8.58036 -0.450 0.088 0.593 0.350
H -26.54171 -8.70484 6.41382 0.332 0.288 0.079 0.162
H -26.10874 -10.40801 6.82128 -1.114 -0.281 -0.605 0.548
H -25.79596 -9.77431 5.14161 0.058 -0.009 0.287 0.437
C -26.71182 -9.90065 11.35035 -0.498 -2.218 0.083 -1.537
C -27.83610 -10.54798 10.41241 0.567 2.171 -1.026 -0.171
C -28.63570 -9.41008 9.65818 -0.180 -1.963 0.412 -0.073
N -29.87651 -10.03692 8.87915 -0.282 -1.183 0.887 0.167
C -30.85334 -10.82774 9.78498 -0.623 0.855 0.776 -0.965
C -31.51629 -9.91876 10.88816 -0.042 -0.539 -1.647 -0.621
C -32.36806 -8.79187 10.25449 1.185 -0.246 0.323 -0.658
C -31.62557 -8.08984 9.07804 0.640 0.004 0.528 -0.073
C -30.70638 -8.94105 8.14456 -0.759 -1.211 1.150 -0.866
C -29.40554 -11.06410 7.80164 0.770 2.382 0.204 -1.039
H -25.89086 -10.61018 11.45375 -0.078 -0.592 -0.219 0.452
H -27.07059 -9.89980 12.37962 -0.092 0.982 -0.084 0.440
H -26.12169 -9.04985 11.00978 -1.056 0.587 -0.112 0.309
H -28.56805 -11.22617 10.85107 0.569 0.095 0.694 0.385
H -27.31411 -11.09115 9.62465 -0.011 -0.223 0.060 0.227
H -27.94185 -8.92526 8.97144 -0.549 0.216 -0.435 -0.237
H -29.02646 -8.66882 10.35528 -0.159 -0.083 -0.207 0.369
H -30.47623 -11.74106 10.24511 1.071 0.398 -0.028 0.537
H -31.55641 -11.29062 9.09248 -0.477 0.648 -0.160 0.592
H -30.73489 -9.50463 11.52537 0.068 0.036 -0.052 0.222
H -32.14731 -10.52754 11.53570 0.097 -0.185 -0.096 0.465
H -32.54268 -8.12521 11.09898 -0.076 0.558 -0.363 0.328
H -33.36326 -9.12631 9.96154 0.189 -0.322 -0.229 0.350
H -30.92598 -7.31620 9.39457 -0.185 0.133 0.689 -0.138
H -32.38801 -7.52203 8.54477 0.260 -0.282 -0.662 0.493
H -29.97108 -8.29014 7.67153 -0.167 -0.138 -0.475 0.417
H -31.27821 -9.63304 7.52628 -0.156 0.817 -0.700 0.457
H -28.83578 -10.34631 7.21151 0.994 -0.708 -0.233 0.429
H -30.11728 -11.41448 7.05413 -0.837 0.025 0.886 0.397
H -28.85518 -11.88410 8.26296 0.008 0.348 -0.118 0.356
Cl -27.59649 -6.38069 7.53739 -0.231 -0.535 0.334 -0.798
O -25.24561 -4.64495 6.16073 -2.061 -0.669 -0.878 -0.383
C -24.13812 -4.48775 6.82478 5.249 2.622 -0.475 0.743
O -23.12230 -3.99288 6.38953 2.331 2.603 -7.344 -0.799
O -23.90549 -4.71790 7.97493 -4.559 -4.332 8.847 -0.632
H -25.75378 -5.12552 6.81832 -1.247 -0.463 0.015 0.208